DFT (the ωB97M-V functional and the def2-TZVPD basis) results for a structure of composition C26H36F8I2O21P2S2.

As for the HOMO energy: -0.236 Ha. As for the multiplicity: 1. The calculation puts the largest force on an atom at 5.770 eV/Å. The LUMO energy comes out at -0.746 eV.

Cartesian coordinates (Å):
C (3.8947, -2.8624, -3.0457)
C (2.9438, -2.5132, -1.8602)
I (1.9560, -4.4951, -1.5459)
C (1.8960, -1.3338, -2.2533)
I (-0.0448, -2.3606, -2.2815)
C (2.0150, -0.0172, -1.4225)
P (2.0267, -0.4658, 0.4449)
O (1.1090, 0.4379, 1.4932)
O (1.4410, -2.0023, 0.7230)
C (1.1118, 1.2471, -1.8994)
C (0.9435, 1.0390, -3.4457)
C (0.2983, 2.1206, -4.3169)
O (0.5258, 2.1581, -5.5014)
S (-0.6536, 1.1364, -1.2793)
O (-1.6036, 0.8889, -2.3511)
O (-0.8805, 0.0185, -0.3808)
C (-1.4381, 2.5252, -0.3435)
F (-1.1153, 2.4274, 0.9708)
F (-1.3257, 3.7765, -0.8270)
C (-3.0246, 2.3292, -0.3159)
F (-3.6032, 2.6774, -1.4612)
F (-3.4241, 1.1691, 0.1751)
F (-3.4419, 3.2738, 0.5882)
C (1.7682, 2.6480, -1.5712)
O (1.1053, 3.7083, -2.2626)
P (1.8123, 3.1164, 0.2137)
O (3.0766, 2.6024, 1.1466)
O (0.9173, 4.3809, 0.7418)
C (3.2624, 2.8704, -2.0970)
C (3.4334, 3.1377, -3.6156)
C (3.7964, 4.2173, -1.4499)
O (4.8766, 4.7718, -2.2764)
C (5.2904, 5.9586, -1.8096)
F (6.3213, 6.3495, -2.5967)
F (5.7649, 5.9338, -0.5526)
F (4.3574, 6.9372, -1.9359)
O (4.1971, 1.9498, -1.5174)
S (3.8546, 0.3858, -1.7431)
O (4.1970, 0.1195, -3.1119)
O (4.6898, -0.2649, -0.7886)
H (3.3785, -2.7668, -4.0184)
H (4.2138, -3.9168, -2.9835)
H (4.8188, -2.2626, -3.0279)
H (3.4596, -2.3946, -0.9019)
H (2.1427, -1.2358, -3.3215)
H (1.3707, 0.1544, 2.3809)
H (0.5136, -1.9163, 1.0071)
H (0.3362, 0.1394, -3.6853)
H (1.9238, 0.7949, -3.8972)
H (-0.4161, 2.8625, -3.9018)
H (1.0220, 4.5016, -1.7197)
H (2.7948, 2.6857, 2.0690)
H (0.4452, 4.2279, 1.5691)
H (2.8902, 2.4808, -4.3060)
H (4.4976, 2.9567, -3.8507)
H (3.1319, 4.1612, -3.8861)
H (4.3066, 4.0128, -0.4916)
H (3.0364, 5.0076, -1.3930)
C (2.1394, -5.9740, 4.8917)
C (2.4644, -6.2439, 3.4421)
C (3.8889, -6.6699, 3.1951)
O (4.1061, -6.2310, 1.8533)
C (3.2808, -5.1672, 1.6444)
O (3.3354, -4.4490, 0.7044)
O (2.3808, -5.0436, 2.6639)
H (2.1786, -6.8922, 5.4786)
H (2.8371, -5.2522, 5.3203)
H (1.1427, -5.5403, 4.9839)
H (1.7539, -6.9648, 3.0252)
H (4.0268, -7.7468, 3.2767)
H (4.6097, -6.1667, 3.8454)
C (-4.3490, -2.8859, 2.7155)
C (-3.8088, -3.6400, 1.5251)
C (-2.9038, -4.7895, 1.8761)
O (-2.0686, -4.8721, 0.7134)
C (-2.0228, -3.6365, 0.1781)
O (-1.2586, -3.3014, -0.6902)
O (-2.9292, -2.8159, 0.7415)
H (-5.0338, -3.5074, 3.2928)
H (-3.5395, -2.5538, 3.3681)
H (-4.8774, -1.9895, 2.3901)
H (-4.6314, -3.9600, 0.8791)
H (-3.4437, -5.7207, 2.0342)
H (-2.2696, -4.5923, 2.7442)
C (-6.9320, 3.9174, 0.8303)
C (-7.4808, 2.6551, 1.4492)
C (-8.9474, 2.7156, 1.7865)
O (-9.0444, 1.7843, 2.8687)
C (-7.8299, 1.7597, 3.4809)
O (-7.6142, 1.2384, 4.5246)
O (-6.8978, 2.4145, 2.7383)
H (-7.3570, 4.0842, -0.1600)
H (-7.1460, 4.7866, 1.4551)
H (-5.8478, 3.8555, 0.7411)
H (-7.2519, 1.7951, 0.8121)
H (-9.5841, 2.4131, 0.9571)
H (-9.2686, 3.6973, 2.1442)

***

DFT (the ωB97M-V functional and the def2-TZVPD basis) results for the ion C4H9N2 with charge +1.

As for the HOMO energy (alpha / beta): -0.379 / -0.575 Ha. Its net charge is +1. As for the multiplicity: 3. The calculation puts the largest force on an atom at 5.370 eV/Å. The LUMO energy (alpha / beta) comes out at -3.107 / -8.532 eV. The expectation value of S² is 2.008.

Cartesian coordinates (Å):
C (-1.2119, -0.5986, 0.3350)
C (0.2242, -0.0412, 0.1461)
C (0.6219, 1.3550, 0.4792)
C (1.1321, -0.5370, -0.9777)
N (-0.2860, -1.1039, 1.1071)
N (-2.4462, -0.5420, -0.0810)
H (1.5557, 1.4443, 0.9289)
H (0.0822, 1.8867, 1.3461)
H (0.8297, 2.1462, -0.2871)
H (2.0132, -0.7421, -0.4196)
H (1.1741, 0.3739, -1.6967)
H (0.7450, -1.4238, -1.5177)
H (-0.0718, -1.6067, 1.9654)
H (-2.7639, 0.0320, -0.7787)
H (-3.0530, -1.3165, 0.1848)

***

DFT (the ωB97M-V functional and the def2-TZVPD basis) results for an isolated molecule of C5H10FNO.

As for the HOMO energy: -0.321 Ha. As for the multiplicity: 1. The calculation puts the largest force on an atom at 1.696 eV/Å. The LUMO energy comes out at 0.796 eV.

Cartesian coordinates (Å):
C (-2.8116, -0.1861, 1.1699)
C (-0.6411, 0.5371, 0.4353)
C (0.6407, 0.2894, 0.0856)
C (1.0961, -1.1056, -0.3140)
C (1.6197, 1.3804, -0.0586)
H (-3.3378, 0.5544, 0.5589)
H (-3.3345, -1.1036, 1.1630)
H (-2.7997, 0.1213, 2.2046)
H (-0.9953, 1.5666, 0.7273)
H (2.0583, -1.3409, 0.2276)
H (0.4009, -1.9314, -0.0634)
H (0.5027, -1.4058, -2.2310)
H (1.8698, -0.5954, -2.1751)
H (1.2541, 2.3413, 0.3966)
H (2.6202, 1.1282, 0.4324)
N (1.3648, -1.3571, -1.7329)
O (-1.5085, -0.4677, 0.6143)
F (2.0010, 1.5750, -1.4405)

***

DFT (the ωB97M-V functional and the def2-TZVPD basis) results for a cluster of 2 separate species, C13H25NO6P2S in total.

As for the HOMO energy: -0.289 Ha. As for the multiplicity: 1. The calculation puts the largest force on an atom at 5.090 eV/Å. The LUMO energy comes out at 0.059 eV.

Cartesian coordinates (Å):
C (4.8157, 0.0433, 0.6425)
C (3.9229, 1.2346, 1.2709)
P (2.4646, 1.7662, 0.1966)
C (1.7520, 3.4431, 0.6993)
C (2.6706, 4.5624, -0.0575)
C (1.1441, 0.4088, 0.0170)
C (1.0011, 0.1284, -1.5618)
C (2.2895, 0.6531, -2.3642)
N (3.2242, -0.2045, -2.7594)
O (1.7597, -0.8162, 0.5724)
C (1.4038, -0.8375, 1.9782)
O (1.8931, -1.6254, 2.7942)
O (0.4495, 0.2288, 2.2510)
C (-0.1536, 0.4083, 0.9468)
P (-1.5286, 1.6798, 0.6984)
O (-1.5470, 2.3020, -0.9058)
O (-3.0111, 0.7951, 0.8444)
S (-1.6078, 3.0637, 2.0606)
H (5.8982, 0.3310, 0.4355)
H (4.7857, -0.8512, 1.3744)
H (4.3344, -0.3441, -0.3237)
H (4.6211, 2.1422, 1.3817)
H (3.6107, 0.9593, 2.3485)
H (1.9532, 3.5977, 1.8239)
H (0.6682, 3.6219, 0.4039)
H (2.2980, 5.6252, 0.1085)
H (3.7762, 4.4374, 0.2522)
H (2.6227, 4.3211, -1.1881)
H (0.0735, 0.6333, -2.0102)
H (0.9336, -1.0104, -1.7015)
H (2.4598, 1.7464, -2.6666)
H (3.9560, 0.3292, -3.2541)
H (-0.6863, -0.6053, 0.7474)
H (-2.1564, 1.6785, -1.3853)
H (-2.8449, -0.1609, 0.6461)
C (-4.3018, -4.2817, 0.1910)
C (-5.4250, -3.2944, -0.0402)
C (-4.6698, -2.0549, -0.4760)
O (-3.4830, -2.5043, -1.1446)
C (-3.3246, -3.9108, -0.9072)
H (-4.6176, -5.3252, 0.1452)
H (-3.8475, -4.1040, 1.1715)
H (-6.0666, -3.6465, -0.8544)
H (-6.0502, -3.1258, 0.8381)
H (-4.3612, -1.4543, 0.3863)
H (-5.2539, -1.4234, -1.1493)
H (-3.5572, -4.4362, -1.8395)
H (-2.2880, -4.1239, -0.6369)

***

DFT (the ωB97M-V functional and the def2-TZVPD basis) results for the ion C3H9N2 with charge +1.

As for the HOMO energy (alpha / beta): -0.504 / -0.509 Ha. Its net charge is +1. As for the multiplicity: 1. The calculation puts the largest force on an atom at 4.448 eV/Å. The LUMO energy (alpha / beta) comes out at -4.638 / -4.866 eV.

Cartesian coordinates (Å):
C (0.5356, -1.3458, -0.4314)
C (0.2322, -0.1827, 0.4794)
C (-1.7914, 0.6638, -0.7158)
N (-0.3768, 0.6973, -0.4719)
N (1.5212, 0.5481, 1.0067)
H (1.1794, -1.1726, -1.3580)
H (-0.0111, -2.2088, -0.3125)
H (-0.4234, -0.5954, 1.3141)
H (-2.2118, -0.1819, -0.0793)
H (-2.0274, 1.7438, -0.4328)
H (-1.9608, 0.6275, -1.7653)
H (2.0879, 0.7195, 0.2077)
H (2.1611, -0.0082, 1.6760)
H (1.2244, 1.3832, 1.5922)

***

Q: Which of these has the highest multiplicity?
A: C4H9N2

***

Q: Which value of multiplicity does entry 5 give?
A: 1

***

Q: Number 1 is which compound?
A: C26H36F8I2O21P2S2